Molecular formula: C4H5O2P
Method: DFT, the ωB97M-V functional and the def2-TZVPD basis

The geometry in XYZ format:
```
12
Properties=species:S:1:pos:R:3:forces:R:3
O 3.0370 0.8213 -0.3315 -3.897 -1.440 1.083
C 2.1337 0.0059 -0.0666 0.599 1.440 -0.372
C 0.5348 -0.1504 0.2678 2.575 2.427 0.626
C -0.6752 0.8026 0.2369 2.435 0.380 -3.562
C -1.6295 -0.2306 -0.3066 0.297 -0.307 0.154
P -0.2506 -1.5946 -0.4043 -1.145 0.055 0.150
O 0.2975 -1.2394 1.1730 -0.041 0.331 -1.088
H 2.3671 -1.0260 -0.1408 0.815 -1.628 0.056
H -0.4710 1.4592 -0.6722 -0.024 -0.218 1.421
H -0.9138 1.4072 1.0663 -0.215 0.374 1.144
H -2.3747 -0.3519 0.4273 -1.308 -1.010 0.541
H -2.0553 0.0966 -1.2492 -0.093 -0.402 -0.153
```
Positions in Å, forces in eV/Å.

## Properties
Strongest force on any atom (Eh/bohr): 0.084
SMILES string: O=C[C@@]12CCP1O2
Lowest unoccupied orbital energy (eV): 0.36
Gap between HOMO and LUMO (Ha): 0.3777
Electronic energy (eV): -17609.872